47
Properties=species:S:1:pos:R:3:lowdin_charge:R:1 method="wB97M-V/def2-TZVPD" homo_energy_ev=-8.10 smiles="CC1=C(C(=O)N2CCOCC2)[C@@H](c2cccc3ccccc23)NC(=S)N1" homo_lumo_gap_ev=8.31 charge=0
C -2.63 1.54 1.80 0.013
C -1.30 0.97 2.17 -0.239
C -0.72 -0.09 1.59 -0.055
C -1.39 -0.90 0.52 -0.442
O -1.90 -1.98 0.79 0.080
N -1.33 -0.42 -0.74 -0.037
C -0.79 0.85 -1.15 -0.097
H 0.11 0.68 -1.77 0.128
C -1.87 1.59 -1.97 -0.167
O -3.14 1.08 -1.69 -0.146
C -3.29 -0.25 -2.15 -0.160
H -4.19 -0.63 -1.65 0.127
C -2.05 -1.10 -1.79 -0.098
H -1.39 -1.21 -2.66 0.129
H -2.34 -2.08 -1.43 0.124
H -3.46 -0.25 -3.23 0.123
H -1.90 2.65 -1.71 0.126
H -1.66 1.51 -3.05 0.124
H -0.50 1.42 -0.27 0.120
C 0.63 -0.59 2.04 -0.181
N 0.94 -0.06 3.35 0.058
C 0.41 1.07 3.87 -0.918
S 1.02 1.77 5.23 0.594
N -0.67 1.60 3.24 0.071
H -1.12 2.38 3.69 0.130
H 1.76 -0.41 3.82 0.138
C 1.66 -0.18 0.99 -0.109
C 2.31 1.02 1.12 -0.014
C 3.20 1.48 0.15 -0.061
C 3.42 0.75 -0.98 -0.035
C 2.77 -0.49 -1.16 -0.173
C 2.99 -1.25 -2.33 -0.037
C 2.35 -2.44 -2.52 -0.079
C 1.49 -2.94 -1.54 -0.069
C 1.26 -2.23 -0.39 -0.023
C 1.88 -0.98 -0.17 -0.115
H 0.59 -2.65 0.35 0.103
H 1.00 -3.89 -1.69 0.107
H 2.52 -3.02 -3.43 0.103
H 3.66 -0.86 -3.08 0.111
H 4.10 1.10 -1.74 0.112
H 3.70 2.43 0.30 0.106
H 2.14 1.63 2.00 0.110
H 0.60 -1.68 2.13 0.153
H -2.55 2.62 1.69 0.093
H -2.99 1.12 0.87 0.075
H -3.36 1.34 2.58 0.097